(1)
C16H23BrCuN5OS3 as an isolated structure. Source: the Open Molecules 2025 dataset; level of theory: ωB97M-V/def2-TZVPD.

Computed properties:
- LUMO level (eV) = 4.197
- total charge = -2
- frontier orbital gap (eV) = 3.644
- E_tot (Ha) = -6381.4628
- HOMO level (eV) = 0.55
- ΔE to the lowest compared entry with this formula, charge and spin (kcal/mol) = 0.00

Geometry as XYZ:
```
50
C16H23BrCuN5OS3 | the Open Molecules 2025 dataset | ωB97M-V/def2-TZVPD
Cu -13.96 10.24 8.58
S -15.17 13.98 9.85
C -14.97 12.56 9.15
S -15.54 11.12 9.87
S -13.99 12.46 7.76
C -6.62 7.86 7.45
C -6.97 7.95 8.92
C -7.00 6.49 9.55
C -5.75 8.67 9.65
C -8.31 8.76 9.10
C -8.54 9.93 8.48
C -9.82 10.47 8.52
Br -10.19 11.87 7.39
C -10.88 9.90 9.34
O -12.09 10.28 9.27
C -10.45 8.92 10.33
C -9.26 8.27 10.03
C -11.19 8.56 11.65
C -11.90 9.75 12.28
C -12.15 7.45 11.31
C -10.16 8.10 12.74
H -5.61 7.45 7.27
H -6.78 8.80 6.96
H -7.35 7.17 7.03
H -6.05 5.99 9.39
H -7.75 5.87 9.06
H -7.15 6.57 10.61
H -4.84 7.99 9.65
H -6.12 8.77 10.70
H -5.54 9.63 9.15
H -7.73 10.38 7.83
H -9.05 7.35 10.58
H -12.53 10.45 11.62
H -11.08 10.37 12.57
H -12.48 9.41 13.15
H -12.79 7.73 10.46
H -12.73 7.21 12.24
H -11.59 6.51 11.16
H -9.40 8.84 13.06
H -9.63 7.10 12.56
H -10.69 8.02 13.64
N -15.21 5.59 6.62
N -14.27 6.53 6.96
N -12.86 6.46 6.89
C -12.54 7.76 7.16
N -13.65 8.53 7.44
N -14.76 7.72 7.30
H -14.88 4.64 6.34
H -16.15 5.89 6.41
H -11.52 8.09 7.11
```

(2)
One molecule with the formula C20H34N2O4. Source: the Open Molecules 2025 dataset; level of theory: ωB97M-V/def2-TZVPD.

Computed properties:
- SMILES = CC(C)[C@@H](NC(=O)[C@H]1CC[C@@H](C)CC1)C(=O)N1CCC2(CC1)OCCO2
- LUMO level (eV) = 0.747
- frontier orbital gap (eV) = 10.003
- E_tot (Ha) = -1193.0222
- HOMO level (eV) = -9.26
- ΔE to the lowest compared entry with this formula, charge and spin (kcal/mol) = 2.00

Geometry as XYZ:
```
60
C20H34N2O4 | the Open Molecules 2025 dataset | ωB97M-V/def2-TZVPD
C 5.03 2.90 2.21
H 4.29 2.44 2.86
H 6.00 2.81 2.68
H 4.79 3.96 2.11
C 5.03 2.22 0.84
C 3.67 2.35 0.16
C 3.69 1.70 -1.22
H 2.72 1.83 -1.71
C 4.05 0.21 -1.12
C 2.91 -0.56 -0.46
O 2.95 -1.06 0.65
N 1.82 -0.66 -1.24
H 1.75 -0.16 -2.12
C 0.57 -1.22 -0.78
C -0.51 -0.19 -1.12
O -0.45 0.39 -2.20
N -1.49 0.08 -0.23
C -1.67 -0.43 1.10
H -0.91 -1.16 1.35
C -3.06 -1.06 1.26
H -3.17 -1.93 0.61
H -3.20 -1.38 2.29
C -4.16 -0.06 0.89
C -3.89 0.49 -0.52
C -2.48 1.09 -0.58
H -2.26 1.45 -1.58
H -2.41 1.91 0.13
H -4.62 1.26 -0.75
H -4.00 -0.32 -1.23
O -5.43 -0.68 0.90
C -6.17 -0.16 1.99
H -6.06 -0.81 2.87
C -5.52 1.21 2.22
H -5.98 1.97 1.57
O -4.18 0.98 1.85
H -5.54 1.54 3.26
H -7.22 -0.11 1.70
H -1.60 0.41 1.81
H 0.68 -1.37 0.30
C 0.30 -2.59 -1.46
C 0.37 -2.49 -2.98
H 1.37 -2.24 -3.30
H 0.09 -3.44 -3.42
H -0.31 -1.73 -3.34
C -1.04 -3.17 -1.02
H -1.86 -2.53 -1.35
H -1.09 -3.27 0.07
H -1.18 -4.15 -1.45
H 1.10 -3.26 -1.11
C 5.37 0.03 -0.38
C 5.37 0.73 0.98
H 4.64 0.25 1.62
H 6.36 0.62 1.44
H 5.56 -1.03 -0.23
H 6.18 0.44 -1.00
H 4.15 -0.19 -2.13
H 4.45 2.20 -1.84
H 2.91 1.87 0.78
H 3.41 3.41 0.06
H 5.79 2.70 0.21
```

(3)
A 2-piece molecular cluster, C8H14N2 overall. Source: the Open Molecules 2025 dataset; level of theory: ωB97M-V/def2-TZVPD.

Computed properties:
- ⟨S²⟩ = 2.01
- LUMO level (alpha / beta) (eV) = -6.546 / -8.434
- multiplicity = 3
- total charge = +2
- frontier orbital gap (alpha / beta) (eV) = 5.340 / 7.863
- E_tot (Ha) = -421.8783
- HOMO level (alpha / beta) (eV) = -11.89 / -16.30

Geometry as XYZ:
```
24
C8H14N2 | the Open Molecules 2025 dataset | ωB97M-V/def2-TZVPD
C 6.32 -0.49 -1.27
C 8.37 -1.94 -1.06
C 3.14 1.13 0.00
C 3.43 0.66 1.44
C 5.56 -0.24 0.04
C 4.38 0.46 0.32
C -9.73 0.50 1.08
C -7.90 0.59 -0.54
N 7.37 -1.19 -1.22
N -8.81 -0.01 0.06
H 8.26 -2.98 -1.16
H 9.34 -1.56 -1.15
H 2.48 0.67 -0.67
H 3.35 2.12 -0.28
H 3.59 1.41 2.13
H 2.79 -0.28 1.57
H 5.90 -1.00 0.79
H -10.68 0.11 0.90
H -9.41 0.06 1.99
H -9.82 1.61 1.19
H -8.00 1.62 -0.83
H -7.10 0.10 -1.14
H -8.85 -1.11 0.09
H 5.99 -0.22 -2.28
```